Record 1
The following is a DFT calculation (ωB97M-V with the def2-TZVPD basis set) of 2 unconnected molecules or ions with the total composition CH3N2O3S at a distorted geometry.

Geometry (Å):
C1 -1.256 0.857 -0.089
N1 1.546 -0.202 -0.388
N2 -0.567 -0.472 0.450
O1 -0.853 1.079 -1.217
O2 -1.911 1.433 0.751
O3 2.427 0.538 0.224
S1 -1.125 -1.885 -0.224
H1 1.310 -1.206 -0.088
H2 0.792 0.225 -0.915
H3 -0.362 -0.367 1.496

## Properties
F_max = 0.0559 hartree/bohr
Gap between HOMO and LUMO (alpha / beta) = 0.2894 / 0.2737 Eh
Energy relative to the best compared isomer or geometry (same formula, charge and spin) = 291.7 kJ/mol
Total charge = -1
LUMO (alpha / beta) = 3.488 / 2.933 eV
HOMO level (alpha / beta) = -4.39 / -4.52 eV
E = -21042.040 eV

---

Record 2
The following is a DFT calculation (ωB97M-V with the def2-TZVPD basis set) of 12 unconnected molecules or ions with the total composition C42H99O27P3S6 at a distorted geometry.

Geometry (Å):
C1 -2.846 -1.091 -7.767
S1 -2.761 -0.814 -5.999
O1 -3.626 -1.888 -5.427
C2 -1.074 -1.383 -5.842
H1 -2.644 -2.118 -8.060
H2 -2.053 -0.505 -8.199
H3 -3.757 -0.700 -8.055
H4 -0.520 -0.821 -6.600
H5 -1.032 -2.446 -6.108
H6 -0.736 -1.112 -4.824
C3 0.207 -1.313 -0.783
S2 -0.937 -0.004 -0.575
O2 -0.128 1.229 -0.545
C4 -1.673 -0.058 -2.236
H7 -0.397 -2.255 -0.970
H8 0.801 -1.289 0.113
H9 0.739 -1.182 -1.732
H10 -2.592 0.546 -2.210
H11 -1.899 -1.079 -2.336
H12 -0.934 0.278 -3.042
C5 -5.457 -1.955 -2.688
S3 -4.437 -2.794 -1.594
O3 -5.345 -3.704 -0.789
C6 -3.581 -3.923 -2.798
H13 -6.420 -1.904 -2.182
H14 -5.481 -2.510 -3.627
H15 -5.013 -0.997 -2.934
H16 -4.368 -4.557 -3.224
H17 -2.818 -4.514 -2.328
H18 -3.114 -3.277 -3.555
C7 -3.668 4.721 -3.657
S4 -2.214 3.739 -3.823
O4 -1.342 4.642 -4.612
C8 -1.602 3.743 -2.159
H19 -4.210 4.911 -4.626
H20 -3.305 5.700 -3.281
H21 -4.338 4.207 -2.970
H22 -2.364 3.359 -1.500
H23 -1.287 4.765 -1.871
H24 -0.747 3.061 -2.299
C9 -1.466 0.059 3.414
S5 -2.788 -0.798 4.156
O5 -4.026 0.033 4.031
C10 -3.126 -2.063 3.004
H25 -1.236 0.882 4.050
H26 -1.656 0.596 2.427
H27 -0.578 -0.569 3.357
H28 -4.020 -2.538 3.415
H29 -2.272 -2.756 2.797
H30 -3.346 -1.454 2.153
C11 -5.921 0.267 1.456
S6 -4.497 0.252 0.443
O6 -4.822 0.554 -1.017
C12 -3.771 1.750 1.091
H31 -6.568 1.138 1.210
H32 -5.448 0.218 2.468
H33 -6.374 -0.632 1.155
H34 -2.939 2.035 0.484
H35 -3.593 1.727 2.161
H36 -4.589 2.434 0.933
C13 1.580 3.291 -8.344
C14 0.958 2.851 -7.077
O7 2.068 2.784 -6.062
P1 2.042 1.916 -4.719
O8 0.809 1.110 -4.483
O9 3.406 1.022 -4.805
C15 3.250 -0.424 -5.240
C16 3.343 -1.367 -4.085
O10 2.455 3.031 -3.673
C17 1.731 4.246 -3.620
C18 2.693 5.382 -4.024
H37 1.989 4.294 -8.168
H38 2.507 2.624 -8.545
H39 0.845 3.315 -9.129
H40 0.264 3.531 -6.626
H41 0.473 1.894 -7.022
H42 2.271 -0.553 -5.818
H43 4.067 -0.451 -5.909
H44 3.302 -2.453 -4.421
H45 4.296 -1.160 -3.497
H46 2.466 -1.132 -3.439
H47 0.874 4.382 -4.262
H48 1.300 4.461 -2.644
H49 2.287 6.362 -3.654
H50 3.760 5.354 -3.646
H51 2.708 5.385 -5.127
C19 7.718 1.865 0.129
C20 7.475 3.148 0.929
O11 6.411 3.941 0.332
P2 4.911 3.515 0.677
O12 4.875 2.698 1.924
O13 4.127 4.889 0.702
C21 4.552 6.026 1.410
C22 4.328 7.317 0.676
O14 4.496 2.728 -0.613
C23 3.297 1.927 -0.446
C24 3.834 0.584 -0.799
H52 7.800 2.030 -0.942
H53 8.620 1.408 0.567
H54 6.815 1.170 0.259
H55 7.156 3.012 1.969
H56 8.412 3.710 0.843
H57 4.042 5.963 2.339
H58 5.601 5.892 1.636
H59 3.342 7.794 0.917
H60 5.258 7.926 0.791
H61 4.315 7.060 -0.366
H62 2.877 1.997 0.528
H63 2.608 2.249 -1.278
H64 3.124 -0.221 -0.926
H65 4.385 0.789 -1.702
H66 4.474 0.304 0.034
C25 1.694 -4.928 1.884
C26 0.818 -5.995 2.500
O15 -0.105 -5.354 3.396
P3 -0.037 -5.770 4.914
O16 1.015 -6.701 5.340
O17 0.025 -4.394 5.688
C27 1.321 -3.917 6.130
C28 1.103 -3.145 7.415
O18 -1.518 -6.324 5.138
C29 -2.665 -5.499 5.535
C30 -3.198 -6.109 6.808
H67 1.264 -4.106 1.322
H68 2.263 -4.483 2.720
H69 2.417 -5.447 1.292
H70 0.204 -6.560 1.791
H71 1.368 -6.716 3.073
H72 2.102 -4.682 6.222
H73 1.681 -3.202 5.348
H74 1.968 -2.501 7.704
H75 0.275 -2.450 7.248
H76 0.714 -3.844 8.136
H77 -2.288 -4.495 5.794
H78 -3.353 -5.423 4.645
H79 -4.201 -5.786 7.119
H80 -3.233 -7.230 6.573
H81 -2.447 -5.950 7.615
C31 0.641 5.386 0.513
C32 0.166 4.079 1.047
C33 0.813 3.399 2.251
O19 -0.233 2.964 3.067
C34 -1.394 3.498 2.745
O20 -2.420 3.357 3.369
O21 -1.263 4.295 1.654
H82 1.721 5.226 0.119
H83 0.867 6.043 1.305
H84 0.119 5.802 -0.322
H85 -0.059 3.278 0.320
H86 1.394 4.099 2.916
H87 1.345 2.546 1.968
C35 -5.589 -5.441 2.174
C36 -4.224 -5.924 1.752
C37 -4.133 -6.383 0.267
O22 -2.883 -5.738 -0.138
C38 -2.475 -4.832 0.757
O23 -1.535 -4.096 0.645
O24 -3.265 -4.892 1.801
H88 -6.002 -4.691 1.504
H89 -5.634 -5.015 3.159
H90 -6.157 -6.409 2.177
H91 -3.891 -6.662 2.425
H92 -4.988 -5.963 -0.352
H93 -4.056 -7.405 0.161
C39 1.905 0.820 5.401
C40 2.702 1.106 4.162
C41 4.056 0.384 4.058
O25 3.617 -0.842 3.366
C42 2.431 -0.692 2.723
O26 1.848 -1.441 2.017
O27 2.023 0.637 3.016
H94 0.846 0.928 5.111
H95 2.009 1.372 6.318
H96 2.005 -0.200 5.611
H97 2.807 2.189 4.002
H98 4.332 0.051 5.096
H99 4.781 0.918 3.455

## Properties
F_max = 0.0733 hartree/bohr
Gap between HOMO and LUMO = 0.3134 Eh
LUMO = 0.300 eV
HOMO level = -8.23 eV
E = -193322.853 eV

---

Record 3
The following is a DFT calculation (ωB97M-V with the def2-TZVPD basis set) of 15 unconnected molecules or ions with the total composition C3H36NO16 at a distorted geometry.

Geometry (Å):
O1 0.089 2.198 -1.624
C1 0.723 0.947 -1.272
C2 -0.349 -0.014 -0.859
N1 0.246 -1.498 -0.660
C3 -0.754 -2.522 -1.098
O2 1.850 0.799 -1.163
H1 0.745 3.001 -1.956
H2 -1.339 0.056 -1.408
H3 -0.468 0.249 0.327
H4 1.182 -1.441 -1.196
H5 0.479 -1.713 0.243
H6 -0.350 -3.632 -1.140
H7 -1.379 -2.316 -2.041
H8 -1.689 -2.854 -0.466
H9 0.998 -1.336 -3.147
H10 0.007 -0.732 -4.251
O3 0.220 -0.738 -3.319
H11 -1.819 3.158 -1.047
H12 -1.980 1.964 -0.207
O4 -2.019 2.910 -0.145
H13 -3.237 -0.017 -2.127
H14 -3.811 -1.516 -1.733
O5 -3.047 -1.015 -2.178
H15 -0.078 1.317 -3.724
H16 0.584 2.716 -3.730
O6 0.249 2.031 -4.334
H17 3.643 2.201 -0.501
H18 3.517 2.829 -1.815
O7 3.505 3.106 -0.859
H19 -4.274 1.901 2.940
H20 -3.177 1.873 1.605
O8 -3.799 1.414 2.189
H21 1.856 -0.137 4.300
H22 0.468 -0.892 4.679
O9 1.332 -0.944 4.108
H23 -3.013 0.031 0.580
H24 -4.304 0.147 -0.087
O10 -3.377 0.464 -0.207
H25 -0.457 -0.408 1.834
H26 0.737 -0.603 2.677
O11 0.506 -0.452 1.753
H27 3.581 -2.700 -0.911
H28 3.215 -1.173 -1.098
O12 3.193 -1.988 -1.518
H29 2.970 -1.529 1.311
H30 1.977 -2.301 2.235
O13 2.356 -2.148 1.360
H31 -2.714 0.522 3.936
H32 -3.391 -0.384 2.960
O14 -2.799 -0.357 3.679
H33 -2.237 -2.409 3.385
H34 -1.272 -3.526 3.659
O15 -1.539 -2.875 3.042
H35 4.026 1.253 2.166
H36 5.094 1.018 1.039
O16 4.090 1.020 1.304

## Properties
F_max = 0.1358 hartree/bohr
Gap between HOMO and LUMO = 0.3896 Eh
Energy relative to the best compared isomer or geometry (same formula, charge and spin) = 812.6 kJ/mol
Total charge = +1
LUMO = -2.762 eV
HOMO level = -13.36 eV
E = -37935.314 eV

---

Record 4
The following is a DFT calculation (ωB97M-V with the def2-TZVPD basis set) of 2 unconnected molecules or ions with the total composition C6H18N3O at a distorted geometry.

Geometry (Å):
C1 -0.429 -2.182 -0.738
C2 1.280 -0.697 -2.540
C3 -1.829 -0.005 1.346
C4 -0.450 -0.676 -0.620
C5 0.883 -0.048 -1.202
C6 1.132 1.467 1.850
N1 0.875 2.480 1.014
N2 0.599 1.349 3.088
N3 -0.464 -0.263 0.815
O1 0.784 1.313 -1.527
H1 -0.573 -2.631 -1.793
H2 -1.208 -2.510 -0.139
H3 0.566 -2.624 -0.337
H4 0.282 -0.776 -3.076
H5 2.139 -0.188 -3.130
H6 1.527 -1.801 -2.335
H7 -1.770 0.757 2.271
H8 -2.428 0.404 0.524
H9 -2.320 -0.913 1.719
H10 -1.403 -0.260 -1.001
H11 1.639 -0.098 -0.362
H12 1.960 0.907 1.610
H13 1.199 2.509 0.139
H14 0.171 3.171 1.159
H15 -0.056 2.080 3.400
H16 0.573 0.437 3.681
H17 -0.065 -0.945 1.457
H18 0.938 1.405 -2.438

## Properties
F_max = 0.1064 hartree/bohr
Gap between HOMO and LUMO = 0.3517 Eh
Energy relative to the best compared isomer or geometry (same formula, charge and spin) = 94.9 kJ/mol
Total charge = +1
LUMO = -3.092 eV
HOMO level = -12.66 eV
E = -13024.139 eV